Record 1
Density functional theory data (ωB97M-V/def2-TZVPD) for C15H18N4O4S in the gas phase in a non-equilibrium geometry.

Each line ends with the Mulliken charge.
CARTESIAN COORDINATES (ANGSTROEM)
C (1.7190, 2.4635, 3.3351)  -0.927
C (2.3242, 1.1828, 3.8873)  -0.284
O (2.4757, 0.2214, 2.8337)  -0.424
C (1.4920, -0.6562, 2.6798)  0.706
O (0.5933, -0.8677, 3.4400)  -0.603
N (1.7183, -1.3540, 1.4902)  0.016
C (0.8745, -2.1726, 0.7832)  0.212
O (1.2090, -2.5898, -0.3036)  -0.634
C (-0.4600, -2.4947, 1.3913)  -0.758
S (-1.6133, -1.0535, 1.2582)  -0.230
C (-0.6322, 0.0423, 0.3130)  -0.171
N (0.0048, 1.0647, 0.8068)  -0.003
N (0.6763, 1.6497, -0.1897)  -0.612
C (0.4442, 0.9823, -1.2924)  0.364
C (1.0130, 1.3079, -2.5985)  -0.063
C (0.7630, 2.6865, -3.1631)  -0.648
C (2.1157, 2.3298, -2.6511)  -0.664
N (-0.4030, -0.0591, -1.0361)  0.384
C (-0.9175, -1.0428, -1.9620)  -0.456
C (-2.3570, -1.3493, -1.7137)  0.309
C (-3.0067, -2.5357, -1.5423)  -0.625
C (-4.3740, -2.2115, -1.3696)  -0.369
C (-4.4490, -0.8569, -1.4500)  -0.608
O (-3.2355, -0.3258, -1.6671)  -0.314
H (0.7779, 2.2388, 2.8385)  0.258
H (2.3875, 2.9119, 2.6054)  0.267
H (1.5465, 3.1658, 4.1452)  0.383
H (1.6859, 0.7527, 4.6648)  0.304
H (3.3307, 1.3467, 4.2793)  0.281
H (2.5716, -1.0960, 1.0049)  0.259
H (-0.3804, -2.7075, 2.4552)  0.516
H (-0.9131, -3.3243, 0.8490)  0.476
H (1.0574, 0.4808, -3.2957)  0.495
H (0.1611, 3.3576, -2.5710)  0.237
H (0.6108, 2.7712, -4.2285)  0.298
H (2.4213, 2.7524, -1.7077)  0.280
H (2.9149, 2.1690, -3.3582)  0.265
H (-0.3314, -1.9652, -1.8774)  0.102
H (-0.7954, -0.6324, -2.9697)  0.536
H (-2.5667, -3.5116, -1.5384)  0.540
H (-5.1808, -2.8949, -1.2046)  0.438
H (-5.2728, -0.1765, -1.3704)  0.469

Properties
- HOMO: -0.3115 hartree
- Frontier orbital gap: 9.2 eV
- ΔE to the lowest compared entry with this formula, charge and spin: 31.48 kcal per mole
- LUMO level: 0.740 eV

***

Record 2
Density functional theory data (ωB97M-V/def2-TZVPD) for a 4-piece molecular cluster, C2H14N3O3 overall in a non-equilibrium geometry.

Each line ends with the Mulliken charge.
CARTESIAN COORDINATES (ANGSTROEM)
C (-2.4057, 1.0785, 0.0990)  -0.922
N (-1.4850, -0.0334, -0.1913)  -0.037
C (-0.9485, -0.8434, 0.7235)  0.687
N (0.3124, -1.2470, 0.4943)  -0.328
N (-1.6723, -1.4948, 1.6269)  -0.347
H (-2.8597, 1.4610, -0.8109)  0.338
H (-1.9058, 1.7870, 0.7469)  0.335
H (-3.2768, 0.6686, 0.5880)  0.325
H (-0.8869, 0.1168, -0.9998)  0.155
H (0.8056, -0.6950, -0.2061)  0.137
H (0.8256, -1.6625, 1.2514)  0.285
H (-1.1891, -2.1937, 2.1640)  0.208
H (-2.5403, -1.1865, 2.0287)  0.229
H (0.6367, -0.2257, -2.9184)  0.297
H (-0.0804, 0.9031, -3.7461)  0.306
O (-0.1275, 0.3563, -2.9590)  -0.666
H (3.6875, 1.2113, 1.6319)  0.338
H (2.4817, 1.8375, 2.2408)  0.307
O (2.7235, 1.1051, 1.6573)  -0.648
H (2.1832, 1.0837, -0.5336)  0.355
H (2.9101, -0.1923, -0.4147)  0.291
O (2.3749, 0.2964, -1.0658)  -0.643

Properties
- HOMO: -0.5196 hartree
- Frontier orbital gap: 11.3 eV
- ΔE to the lowest compared entry with this formula, charge and spin: 18.96 kcal per mole
- Net charge: +1
- LUMO level: -2.865 eV

***

Record 3
Density functional theory data (ωB97M-V/def2-TZVPD) for a 12-piece molecular cluster, C56H106N12O8 overall in a non-equilibrium geometry.

Each line ends with the Mulliken charge.
CARTESIAN COORDINATES (ANGSTROEM)
C (26.4240, 22.6824, -22.5513)  -1.006
C (26.6381, 21.4172, -23.4384)  -0.515
C (25.2607, 20.7514, -23.7809)  -0.461
C (24.7258, 20.1239, -22.5805)  0.126
N (24.2345, 19.6267, -21.6575)  -0.191
H (25.7840, 22.5558, -21.6781)  -0.016
H (25.9696, 23.5335, -23.0583)  0.363
H (27.4052, 23.0534, -22.2550)  0.428
H (27.2978, 20.7040, -22.9442)  0.131
H (27.2529, 21.6247, -24.3143)  0.498
H (25.4605, 20.0965, -24.6291)  0.202
H (24.5100, 21.4896, -24.0628)  0.438
C (18.1570, 11.6977, -20.6286)  -1.353
C (18.0567, 13.2043, -20.3794)  -0.262
C (19.0187, 14.0849, -21.2335)  2.383
C (19.0581, 13.8291, -22.6391)  0.010
N (19.0596, 13.6014, -23.7904)  -0.646
H (19.1340, 11.3735, -20.2704)  0.202
H (18.0321, 11.5427, -21.7003)  0.510
H (17.3727, 11.1995, -20.0586)  0.341
H (18.0632, 13.3426, -19.2983)  -0.012
H (17.0407, 13.4751, -20.6668)  0.439
H (20.0033, 13.9411, -20.7886)  -0.635
H (18.8401, 15.1564, -21.1427)  -0.844
C (23.6972, 10.5177, -18.2732)  -1.263
C (25.0698, 11.1564, -18.1065)  0.846
C (25.7026, 11.3311, -19.4474)  -0.684
C (24.9268, 12.1246, -20.3798)  0.299
N (24.3360, 12.7873, -21.1019)  -0.564
H (23.1297, 10.4237, -17.3473)  0.257
H (23.8569, 9.5289, -18.7031)  0.349
H (23.0905, 11.1268, -18.9432)  0.394
H (25.7178, 10.6052, -17.4250)  -0.109
H (24.9734, 12.1690, -17.7148)  -0.336
H (25.6057, 10.3610, -19.9350)  0.338
H (26.7373, 11.6729, -19.4244)  0.448
C (23.8482, 24.7305, -14.2003)  -0.880
O (23.5558, 24.6566, -15.5646)  -0.281
C (24.6558, 24.9752, -16.3566)  -0.430
C (23.9885, 25.3618, -17.7126)  -0.911
N (23.6913, 24.0860, -18.3502)  -0.405
C (24.8656, 23.3095, -18.7927)  -0.685
C (24.5306, 21.8511, -19.0127)  -0.303
O (24.1673, 21.3308, -17.6804)  -0.373
C (24.0474, 19.8652, -17.7546)  -0.418
H (22.9292, 24.5309, -13.6492)  0.285
H (24.1569, 25.7120, -13.8405)  0.332
H (24.6273, 24.0765, -13.8087)  0.323
H (25.4319, 24.2110, -16.3160)  0.346
H (25.1694, 25.9069, -16.1195)  0.484
H (24.6525, 25.9684, -18.3284)  0.419
H (23.1269, 26.0089, -17.5481)  0.317
H (23.2837, 23.4734, -17.6583)  0.295
H (25.7004, 23.3238, -18.0920)  0.264
H (25.2435, 23.8214, -19.6778)  0.385
H (25.3987, 21.3187, -19.4012)  0.577
H (23.7227, 21.7319, -19.7347)  0.077
H (25.0151, 19.3919, -17.9210)  0.409
H (23.4108, 19.5221, -18.5702)  0.069
H (23.6176, 19.4393, -16.8480)  0.116
C (26.5473, 16.1224, -18.3407)  -1.204
O (26.5162, 15.7496, -16.9904)  0.051
C (27.6460, 16.1710, -16.2208)  -0.969
C (27.6396, 15.6467, -14.7409)  -0.623
N (27.7343, 14.1807, -14.6845)  -0.353
C (27.3335, 13.7103, -13.3631)  -0.401
C (27.3320, 12.1785, -13.3179)  -0.874
O (26.4611, 11.7020, -14.3436)  -0.169
C (26.1281, 10.3040, -14.2414)  -0.708
H (27.4402, 15.7467, -18.8402)  0.498
H (26.6979, 17.2014, -18.3746)  0.601
H (25.6170, 15.8769, -18.8530)  0.153
H (27.5797, 17.2579, -16.1742)  0.451
H (28.5876, 15.9531, -16.7246)  0.448
H (26.7068, 15.9774, -14.2841)  0.320
H (28.4546, 16.0924, -14.1707)  0.485
H (27.1461, 13.7355, -15.3744)  0.229
H (26.3206, 14.0286, -13.1167)  0.064
H (27.9711, 14.0955, -12.5674)  0.524
H (27.0073, 11.8374, -12.3349)  0.439
H (28.2952, 11.6892, -13.4632)  0.398
H (25.4969, 10.1345, -13.3690)  0.198
H (27.0493, 9.7713, -14.0054)  0.410
H (25.7934, 9.9444, -15.2144)  0.068
C (22.7381, 18.1834, -25.5047)  -0.450
O (21.5119, 17.7678, -24.9165)  -0.453
C (21.5291, 17.7336, -23.4989)  -0.536
C (20.2176, 17.1579, -22.9772)  0.487
N (19.1090, 18.1222, -23.0486)  -0.728
C (17.8411, 17.4545, -22.7336)  -0.348
C (16.6114, 18.3844, -22.7490)  -0.482
O (15.4165, 17.6663, -22.4699)  -0.300
C (14.2361, 18.4372, -22.4745)  -0.773
H (23.5209, 17.4367, -25.3718)  0.079
H (23.1314, 19.1041, -25.0738)  0.096
H (22.6700, 18.3452, -26.5805)  0.401
H (21.6281, 18.7405, -23.0933)  0.116
H (22.4271, 17.1967, -23.1932)  0.163
H (20.4622, 16.8794, -21.9522)  -0.230
H (19.9733, 16.3077, -23.6140)  0.296
H (19.0163, 18.3969, -24.0161)  0.332
H (17.9377, 16.9235, -21.7866)  -0.022
H (17.6480, 16.6921, -23.4882)  0.467
H (16.6663, 18.9394, -23.6855)  0.375
H (16.8334, 19.2351, -22.1046)  0.205
H (13.9853, 18.5269, -23.5314)  0.304
H (14.3905, 19.4490, -22.0998)  0.320
H (13.4361, 17.9635, -21.9055)  0.241
C (21.6934, 16.8002, -15.2916)  -0.249
O (22.5408, 15.7855, -14.8874)  -0.488
C (23.2162, 15.0554, -15.8618)  0.730
C (24.2225, 14.0407, -15.2411)  -0.541
N (23.6289, 12.7962, -14.7806)  0.937
C (22.8330, 13.0146, -13.5898)  0.001
C (22.4045, 11.6515, -12.9523)  -1.039
O (23.4767, 10.9520, -12.3822)  -0.317
C (23.9448, 11.5251, -11.1394)  -0.751
H (21.0214, 16.4598, -16.0794)  -0.030
H (22.1977, 17.7523, -15.4566)  0.192
H (21.1119, 17.0262, -14.3978)  0.333
H (23.7731, 15.7526, -16.4878)  0.809
H (22.6026, 14.4749, -16.5508)  -1.143
H (24.7541, 14.5527, -14.4390)  -0.074
H (25.0020, 13.8520, -15.9792)  0.004
H (24.3985, 12.1661, -14.6055)  -0.073
H (21.8804, 13.4903, -13.8228)  -0.010
H (23.2977, 13.6665, -12.8501)  0.438
H (21.8517, 11.0495, -13.6735)  0.286
H (21.6812, 11.7107, -12.1390)  0.456
H (24.7301, 10.8394, -10.8211)  0.280
H (23.2432, 11.5874, -10.3076)  0.350
H (24.4403, 12.4909, -11.2391)  0.257
N (17.8753, 17.4649, -14.4117)  0.031
C (17.5481, 16.2932, -15.0793)  -0.791
C (17.7389, 16.5320, -16.4128)  -0.500
C (18.2620, 17.7657, -16.6030)  0.132
C (18.4015, 18.3246, -15.3333)  -1.067
H (17.8962, 17.4852, -13.4021)  0.243
H (17.2189, 15.4916, -14.4347)  0.441
H (17.5907, 15.7283, -17.1188)  0.513
H (18.6638, 18.1137, -17.5432)  0.567
H (18.7907, 19.2563, -14.9502)  0.443
N (21.3257, 17.4467, -19.1496)  1.898
C (22.4299, 17.2241, -19.8642)  -1.261
C (22.7844, 15.8826, -19.8149)  -0.411
C (21.8390, 15.1843, -19.0846)  -1.367
C (21.0012, 16.1847, -18.6552)  -1.464
H (20.7668, 18.2850, -19.0798)  -0.132
H (22.8999, 18.0735, -20.3375)  0.760
H (23.6138, 15.3887, -20.2994)  0.061
H (21.6433, 14.1269, -18.9848)  1.135
H (20.0940, 16.0418, -18.0868)  0.685
N (20.6666, 12.5524, -16.4781)  1.087
C (20.1445, 11.3817, -17.0374)  -0.662
C (18.7402, 11.5221, -17.0279)  -0.956
C (18.4168, 12.7488, -16.5049)  -0.680
C (19.6124, 13.3108, -16.0938)  -0.405
H (21.6393, 12.8154, -16.4091)  -0.457
H (20.7602, 10.5976, -17.4526)  0.488
H (18.0900, 10.7167, -17.3362)  0.489
H (17.3995, 13.0857, -16.3704)  0.538
H (19.8390, 14.2175, -15.5525)  0.392
N (25.8286, 16.2747, -23.5088)  0.074
C (26.2258, 16.0441, -22.2324)  -0.255
C (27.3284, 16.8609, -21.8900)  -0.120
C (27.5490, 17.6378, -23.0128)  -0.488
C (26.6674, 17.2344, -24.0282)  -0.730
H (25.1555, 15.6865, -23.9790)  0.341
H (25.6807, 15.3054, -21.6636)  0.634
H (27.8584, 16.8403, -20.9492)  0.488
H (28.3812, 18.3236, -23.0725)  0.535
H (26.4882, 17.5787, -25.0361)  0.473
N (19.5712, 19.8549, -20.8446)  0.423
C (20.7633, 20.4161, -20.4992)  -0.909
C (20.6406, 20.7755, -19.1357)  -0.132
C (19.3054, 20.6091, -18.8191)  -0.677
C (18.7003, 19.9324, -19.8260)  -0.547
H (19.4046, 19.3569, -21.7073)  0.448
H (21.5828, 20.2980, -21.1926)  0.485
H (21.4169, 21.2286, -18.5369)  0.260
H (18.9313, 20.9149, -17.8532)  0.516
H (17.6889, 19.5712, -19.9397)  0.366

Properties
- HOMO (spin up / spin down): -0.3429 / -0.3429 hartree
- Spin multiplicity: 2
- Frontier orbital gap (spin up / spin down): 6.0 / 2.0 eV
- Net charge: +1
- Expectation value of S²: 0.763
- LUMO level (spin up / spin down): -3.286 / -7.314 eV

***

Record 4
Density functional theory data (ωB97M-V/def2-TZVPD) for C33H36N2O6S2SbZr as an isolated structure.

Each line ends with the Mulliken charge.
CARTESIAN COORDINATES (ANGSTROEM)
Zr (-0.7519, -0.3267, 1.5981)  1.037
C (5.8644, 1.1226, 0.9075)  -0.452
O (5.4582, 1.4573, 2.2258)  -0.456
C (4.2287, 1.0734, 2.6219)  0.941
C (3.9034, 1.3302, 3.9565)  -1.367
C (2.6772, 0.9503, 4.4435)  -1.042
C (1.7198, 0.3098, 3.6469)  0.281
C (0.4119, -0.1249, 4.2825)  0.925
C (0.5842, -0.8370, 5.6143)  -1.566
O (-0.3692, -0.8884, 3.4420)  -0.664
C (2.0596, 0.0944, 2.3066)  0.738
O (1.1580, -0.4395, 1.4270)  -0.339
C (3.2988, 0.4648, 1.7926)  -0.218
H (6.8786, 1.4956, 0.8032)  0.285
H (5.2218, 1.5972, 0.1636)  -0.007
H (5.8581, 0.0401, 0.7593)  0.325
H (4.6322, 1.8240, 4.5844)  0.468
H (2.4463, 1.1700, 5.4779)  0.334
H (1.2510, -1.6871, 5.4665)  0.413
H (-0.3853, -1.1885, 5.9616)  0.472
H (1.0202, -0.1922, 6.3759)  0.403
H (3.4925, 0.2767, 0.7463)  0.429
C (-0.7117, -3.1070, 0.3092)  -0.011
C (-1.3076, -4.5137, 0.0482)  -0.868
N (-2.7631, -4.4629, 0.0976)  -0.099
C (-3.2489, -3.4607, -0.8441)  -0.983
C (-2.7809, -2.0484, -0.4152)  0.188
N (-1.8121, -2.1762, 0.7142)  0.652
C (-2.5385, -2.7744, 1.8819)  -0.681
C (-3.1954, -4.1088, 1.4441)  -0.890
H (-0.2507, -2.6854, -0.5850)  -0.134
H (0.0381, -3.1256, 1.1047)  0.456
H (-0.9599, -5.2243, 0.7977)  0.254
H (-0.9955, -4.8812, -0.9291)  0.365
H (-4.3365, -3.5093, -0.8869)  0.310
H (-2.8657, -3.7022, -1.8362)  0.386
H (-3.6055, -1.4237, -0.0671)  0.516
H (-2.2882, -1.5395, -1.2392)  -0.662
H (-3.2762, -2.0451, 2.2233)  0.553
H (-1.8163, -2.9212, 2.6870)  0.497
H (-4.2815, -4.0239, 1.4487)  0.263
H (-2.9227, -4.9087, 2.1313)  0.355
O (-2.3752, 0.7458, 2.5979)  -0.696
S (-1.5074, 1.9089, 3.0165)  1.121
O (-0.4024, 1.7651, 1.9874)  -0.399
O (-2.1541, 3.1638, 3.0922)  -0.558
S (-0.6381, 1.4500, 4.8026)  -0.239
C (-1.0663, -2.3657, -5.0867)  -0.573
C (-1.9242, -1.2802, -4.9731)  -0.715
C (-1.7472, -0.3499, -3.9558)  -0.313
C (-0.7092, -0.5039, -3.0430)  0.105
C (0.1488, -1.5986, -3.1603)  -0.478
C (-0.0238, -2.5235, -4.1812)  -0.883
Sb (-0.4854, 0.7795, -1.3704)  1.855
C (-1.7084, 2.4267, -1.8448)  0.430
C (-1.4003, 3.2213, -2.9477)  -0.348
C (-2.1758, 4.3351, -3.2333)  -0.715
C (-3.2524, 4.6614, -2.4172)  -0.538
C (-3.5535, 3.8789, -1.3125)  -0.689
C (-2.7799, 2.7621, -1.0240)  -0.465
C (1.4231, 1.6247, -1.6594)  0.503
C (2.2521, 1.2456, -2.7092)  -0.520
C (3.4912, 1.8547, -2.8684)  -0.642
C (3.8972, 2.8428, -1.9830)  -0.621
C (3.0709, 3.2205, -0.9316)  -0.568
C (1.8365, 2.6102, -0.7653)  -0.743
H (-1.2051, -3.0847, -5.8832)  0.425
H (-2.7331, -1.1513, -5.6804)  0.451
H (-2.4243, 0.4933, -3.8810)  0.441
H (0.9782, -1.7269, -2.4699)  0.537
H (0.6571, -3.3599, -4.2749)  0.458
H (-0.5502, 2.9863, -3.5783)  0.449
H (-1.9349, 4.9533, -4.0883)  0.410
H (-3.8505, 5.5352, -2.6397)  0.392
H (-4.3823, 4.1414, -0.6684)  0.424
H (-3.0197, 2.1703, -0.1475)  0.156
H (1.9350, 0.4909, -3.4195)  0.418
H (4.1323, 1.5651, -3.6909)  0.442
H (4.8567, 3.3265, -2.1152)  0.458
H (3.3861, 3.9917, -0.2404)  0.439
H (1.1989, 2.9130, 0.0588)  0.384

Properties
- HOMO: -0.3925 hartree
- Frontier orbital gap: 7.8 eV
- ΔE to the lowest compared entry with this formula, charge and spin: 9.62 kcal per mole
- Net charge: +1
- LUMO level: -2.847 eV

***

Record 5
Density functional theory data (ωB97M-V/def2-TZVPD) for a 2-piece molecular cluster, CH8NO overall in a non-equilibrium geometry.

Each line ends with the Mulliken charge.
CARTESIAN COORDINATES (ANGSTROEM)
N (-0.1789, -1.1178, 1.5818)  -0.452
H (0.0159, -0.2366, 2.0597)  0.374
H (-0.9973, -1.5020, 2.0556)  0.392
H (-0.3582, -0.9215, 0.5697)  0.294
H (0.6293, -1.7399, 1.5591)  0.394
C (0.4442, 1.1489, -1.2310)  -0.541
O (-0.5654, 0.1428, -1.0253)  -0.585
H (0.1538, 2.1802, -0.9536)  0.261
H (1.2990, 0.9916, -0.5876)  0.252
H (0.7228, 0.9458, -2.2605)  0.290
H (-1.1652, 0.1085, -1.7678)  0.320

Properties
- HOMO: -0.5525 hartree
- Frontier orbital gap: 11.0 eV
- ΔE to the lowest compared entry with this formula, charge and spin: 17.75 kcal per mole
- Net charge: +1
- LUMO level: -4.044 eV

***

Which formula does entry 3 have? C56H106N12O8

***

Which formula does entry 1 have? C15H18N4O4S